--- w ---
The following is a DFT calculation (wB97M-V/def2-TZVPD) of one molecule with the formula C5H10.

SMILES: C=CCCC
Net charge: 0
HOMO-LUMO gap (eV): 10.74

Last column: natural (NBO) charge in e.
Cartesian coordinates (Å):
C  1.63972  2.23040  -0.76097  -0.440
C  0.67972  1.38643  -0.33988  -0.128
C  0.60251  -0.15377  0.00334  -0.462
C  -0.86850  -0.60056  -0.17308  -0.395
C  -1.25478  -1.85859  0.79368  -0.624
H  2.68425  2.01967  -0.49974  0.196
H  1.42196  3.28772  -0.80965  0.201
H  -0.37210  1.78722  -0.16620  0.175
H  0.89782  -0.25102  1.09067  0.215
H  1.36920  -0.71106  -0.53712  0.220
H  -1.54057  0.29231  -0.19347  0.201
H  -1.08955  -0.92949  -1.15655  0.203
H  -2.09518  -2.39803  0.32310  0.205
H  -1.73315  -1.64822  1.75000  0.219
H  -0.34134  -2.45299  0.67588  0.214

--- x ---
The following is a DFT calculation (wB97M-V/def2-TZVPD) of a 3-piece molecular cluster, C5H10 overall.

SMILES: C1=CC1.[H][H].C=C
Net charge: 0
HOMO-LUMO gap (eV): 10.81

Last column: natural (NBO) charge in e.
Cartesian coordinates (Å):
C  -1.56979  -0.70957  -0.90658  -0.189
C  -1.92242  0.53145  -0.96435  -0.176
C  -1.80820  -0.04185  0.41643  -0.434
H  -1.28749  -1.62409  -1.40421  0.224
H  -2.14630  1.41343  -1.54304  0.225
H  -0.95333  0.23158  1.04390  0.175
H  -2.71185  -0.27096  0.98876  0.177
H  0.66760  1.86218  -0.31765  0.005
H  0.48000  2.56780  -0.46536  -0.008
C  2.11813  -0.16579  0.89551  -0.393
C  1.63275  -1.15424  0.15260  -0.386
H  1.64607  0.13164  1.82893  0.195
H  3.00761  0.38713  0.60442  0.196
H  2.10487  -1.45596  -0.77904  0.194
H  0.74236  -1.70275  0.44968  0.196

--- y ---
The following is a DFT calculation (wB97M-V/def2-TZVPD) of a 2-piece molecular cluster, C5H10 overall.

SMILES: C=CC.C=C
Net charge: 0
HOMO-LUMO gap (eV): 10.61

Last column: natural (NBO) charge in e.
Cartesian coordinates (Å):
C  -3.38082  -1.57709  -0.44301  -0.417
C  -2.66963  -0.83167  0.41776  -0.157
C  -1.90283  0.43623  -0.00978  -0.651
H  -4.21680  -2.08848  0.00926  0.198
H  -3.38803  -1.37309  -1.50334  0.191
H  -2.87455  -0.99253  1.46258  0.191
H  -0.90414  0.36381  0.43429  0.211
H  -1.74695  0.55554  -1.09260  0.215
H  -2.37725  1.31704  0.40831  0.220
C  4.12767  1.51376  0.23540  -0.397
C  3.77580  0.30680  -0.22270  -0.374
H  5.13494  1.90287  0.26021  0.205
H  3.41013  1.99630  0.90128  0.188
H  4.22687  -0.22577  -1.04450  0.187
H  3.02523  -0.32974  0.25774  0.192

--- z ---
The following is a DFT calculation (wB97M-V/def2-TZVPD) of one molecule with the formula C5H10.

SMILES: C=C(C)CC
Net charge: 0
HOMO-LUMO gap (eV): 10.28

Last column: natural (NBO) charge in e.
Cartesian coordinates (Å):
C  0.74056  0.51721  1.42617  -0.414
C  0.08026  0.54540  0.27496  0.033
C  -0.18488  1.83549  -0.42524  -0.650
C  -0.68516  -0.68748  -0.20884  -0.440
C  0.23947  -1.85327  -0.56657  -0.604
H  1.25073  1.35583  1.87040  0.195
H  0.69844  -0.37218  2.04258  0.189
H  0.44740  2.59316  0.04428  0.215
H  0.07303  1.96825  -1.49027  0.215
H  -1.24367  2.10222  -0.45509  0.219
H  -1.36979  -0.40425  -1.00919  0.203
H  -1.34214  -1.03617  0.59275  0.211
H  1.11621  -1.58225  -1.15342  0.211
H  0.44963  -2.44649  0.31900  0.209
H  -0.27007  -2.53545  -1.26154  0.206

In kcal/mol, relative to the most stable structure: w 24.1; x 86.7; y 39.0; z 0.0.

--- w ---
The following is a DFT calculation (wB97M-V/def2-TZVPD) of one molecule with the formula CH3NOP2S.

SMILES: c1ns[pH]o[pH]1
Net charge: 0
HOMO-LUMO gap (eV): 8.52

Last column: natural (NBO) charge in e.
Cartesian coordinates (Å):
C  1.50102  -0.48735  -0.74263  -0.193
N  1.49127  0.70129  -1.20793  -0.577
S  1.06745  2.20611  -0.67179  0.192
P  0.44637  2.20284  1.48737  0.733
O  0.65101  0.48027  1.72922  -1.090
P  0.60366  -0.89482  0.87379  0.881
H  1.71165  -1.26800  -1.36086  0.190
H  -1.01439  2.29714  1.41964  -0.064
H  -0.54627  -0.61816  -0.08635  -0.073

--- x ---
The following is a DFT calculation (wB97M-V/def2-TZVPD) of one molecule with the formula CH3NOP2S.

SMILES: C=NP(=O)=[PH]=S
Net charge: 0
HOMO-LUMO gap (eV): 6.85

Last column: natural (NBO) charge in e.
Cartesian coordinates (Å):
C  1.87377  -0.03729  -0.45539  0.052
N  0.72638  0.43226  -0.61982  -0.833
P  -0.30437  1.57176  0.10182  1.384
O  -0.47774  1.40397  1.53767  -1.055
P  -1.98859  -0.38606  -0.16037  0.472
S  -1.39591  -2.19403  -0.25910  -0.295
H  2.25750  -0.98842  -0.88645  0.179
H  2.53087  0.57794  0.19176  0.150
H  -3.22190  -0.38011  0.54988  -0.054

In kcal/mol, relative to the most stable structure: w 0.0; x 2.1.

--- w ---
The following is a DFT calculation (wB97M-V/def2-TZVPD) of one molecule with the formula C4H6ClN.

SMILES: CC1=N[C@]1(C)Cl
Net charge: 0
HOMO-LUMO gap (eV): 9.50

Last column: natural (NBO) charge in e.
Cartesian coordinates (Å):
C  0.68559  1.62370  -0.78249  -0.676
C  0.24637  0.24679  -1.10852  0.293
N  0.55697  -0.90212  -1.57661  -0.354
C  -0.72354  -0.98967  -0.76591  -0.023
C  -0.64756  -1.65720  0.55544  -0.649
Cl  -2.20780  -0.93246  -1.58849  0.000
H  -0.12485  2.13571  -0.32074  0.243
H  1.11511  2.06016  -1.61692  0.243
H  1.50981  1.43393  -0.04118  0.251
H  -1.31263  -1.26841  1.29769  0.225
H  0.25211  -1.29331  1.05141  0.223
H  -0.72439  -2.74041  0.52337  0.225

--- x ---
The following is a DFT calculation (wB97M-V/def2-TZVPD) of a 2-piece molecular cluster, C4H6ClN overall.

Net charge: 0
HOMO-LUMO gap (eV): 9.53

Last column: natural (NBO) charge in e.
Cartesian coordinates (Å):
C  1.14537  -0.35252  0.79476  -0.014
C  0.71274  0.50872  1.50043  -0.255
C  1.61277  -1.37624  -0.18651  -0.672
C  -1.80118  0.94447  0.41860  0.041
N  -1.53052  1.32171  -0.80882  -0.758
Cl  -2.58709  -0.55671  0.38740  -0.045
H  2.52652  -1.76878  0.09829  0.233
H  0.83532  -2.16519  -0.28898  0.237
H  1.62915  -0.87180  -1.27358  0.227
H  0.24369  1.36435  1.87244  0.246
H  -1.59455  0.75857  -1.63955  0.373
H  -1.19223  2.19342  -0.87449  0.388

--- y ---
The following is a DFT calculation (wB97M-V/def2-TZVPD) of one molecule with the formula C4H6ClN.

SMILES: CC(C)(Cl)C#N
Net charge: 0
HOMO-LUMO gap (eV): 11.98

Last column: natural (NBO) charge in e.
Cartesian coordinates (Å):
C  -0.98700  0.52620  -0.94741  -0.595
C  -0.12110  -0.35969  0.12014  -0.101
C  0.69230  0.37321  1.13170  -0.643
Cl  -1.26147  -1.54983  0.92659  -0.035
C  0.72922  -1.14546  -0.74443  0.248
N  1.41693  -1.74800  -1.43189  -0.291
H  -1.73093  1.04110  -0.39983  0.222
H  -0.40386  1.40887  -1.14128  0.220
H  -1.41107  0.01180  -1.80779  0.243
H  0.28397  0.43972  2.19789  0.257
H  1.10932  1.30922  0.75634  0.237
H  1.68367  -0.30713  1.33996  0.240

In kcal/mol, relative to the most stable structure: w 27.8; x 70.6; y 0.0.

--- w ---
The following is a DFT calculation (wB97M-V/def2-TZVPD) of one molecule with the formula C4H6ClN.

SMILES: CC[C@@H](Cl)C#N
Net charge: 0
HOMO-LUMO gap (eV): 12.08

Last column: natural (NBO) charge in e.
Cartesian coordinates (Å):
C  -1.71630  -0.14543  -1.32992  -0.618
C  -1.42872  0.25347  0.12252  -0.409
C  0.00419  0.20798  0.67600  -0.272
Cl  0.70291  -1.43994  0.43703  -0.034
C  0.80077  1.28556  0.04363  0.245
N  1.59833  2.09247  -0.30606  -0.277
H  -0.96841  0.35239  -1.87160  0.217
H  -1.67730  -1.24892  -1.52142  0.216
H  -2.78934  -0.08021  -1.62900  0.233
H  -2.03347  -0.27261  0.85519  0.216
H  -1.79100  1.23465  0.09173  0.222
H  0.16202  0.23693  1.71467  0.262

--- x ---
The following is a DFT calculation (wB97M-V/def2-TZVPD) of one molecule with the formula C4H6ClN.

SMILES: CC(C)=C=NCl
Net charge: 0
HOMO-LUMO gap (eV): 9.17

Last column: natural (NBO) charge in e.
Cartesian coordinates (Å):
C  -0.70195  -0.82865  0.70476  -0.633
C  0.66239  -0.45345  0.23093  -0.082
C  0.84696  0.73777  -0.64587  -0.631
C  1.80097  -1.17262  0.69248  0.341
N  2.84580  -1.80837  1.13373  -0.446
Cl  3.48027  -3.14265  0.21837  0.092
H  -1.42474  -0.59737  -0.07632  0.221
H  -0.98060  -0.25691  1.59259  0.227
H  -0.76279  -1.88669  0.95110  0.233
H  0.61749  0.46763  -1.67715  0.226
H  1.86872  1.11204  -0.61743  0.233
H  0.15930  1.52486  -0.34303  0.219

In kcal/mol, relative to the most stable structure: w 0.0; x 37.9.